w | Density functional theory data (ωB97M-V with the def2-TZVPD basis set) for the molecule C3H4N4O.

XYZ file:
```
12
Properties=species:S:1:pos:R:3:nbo_charge:R:1
N 2.41461 -0.75704 -0.04257 -0.775
C 1.18414 -0.18462 0.01838 0.422
C 0.77420 1.26223 -0.05891 -0.126
N -0.37262 1.77254 -0.07423 -0.167
N -1.41800 0.93178 0.20174 -0.330
C -1.05367 -0.40103 -0.00430 0.628
O -2.03576 -1.18644 -0.00358 -0.597
N 0.13184 -0.90392 -0.16767 -0.573
H 3.17073 -0.13548 0.65628 0.391
H 2.57840 -1.74191 0.37862 0.414
H 1.30559 2.15622 -0.19762 0.221
H -1.48744 -2.15026 0.03936 0.493
```

Results
* Kohn-Sham gap: 9.21 eV
* E_HOMO: -8.931 eV
* net charge: 0

---

x | Density functional theory data (ωB97M-V with the def2-TZVPD basis set) for a 3-piece molecular cluster, C3H4N4O overall.

XYZ file:
```
12
Properties=species:S:1:pos:R:3:nbo_charge:R:1
C 1.40779 0.20176 0.02199 0.551
C 0.04217 0.11823 0.23472 -0.098
C -0.99988 1.14001 0.44284 0.013
H 2.97839 -1.35076 -0.58622 0.294
H 1.22740 -1.89158 -0.59084 0.365
H -0.89474 2.17817 0.68411 0.249
H -3.07260 0.78885 -0.12829 0.424
N 1.94149 -1.04789 0.69931 -0.669
N -2.14858 0.47929 0.06199 -0.338
N -1.95972 -0.84126 -0.21767 -0.029
N -0.67578 -0.99524 -0.19455 -0.205
O 2.15406 1.22041 -0.42739 -0.557
```

Results
* Kohn-Sham gap: 8.80 eV
* E_HOMO: -9.855 eV
* net charge: 0

---

y | Density functional theory data (ωB97M-V with the def2-TZVPD basis set) for the molecule C3H4N4O.

XYZ file:
```
12
Properties=species:S:1:pos:R:3:nbo_charge:R:1
H 1.49507 -2.72826 -2.12273 0.327
N 0.94187 -2.96462 -1.32013 -0.633
C 0.53819 -1.97694 -0.70850 0.288
N 0.72616 -0.64280 -0.74886 -0.582
C 0.21602 0.23788 0.00145 0.664
N -0.56096 0.14175 1.11078 -0.515
C -0.90320 1.42486 1.36869 0.257
N -0.53270 2.27981 0.39505 -0.303
O 0.17670 1.54401 -0.60795 -0.298
H -0.14846 -2.23588 0.15261 0.111
H -1.68910 1.62636 2.19618 0.244
H -0.25958 3.29382 0.28339 0.441
```

Results
* Kohn-Sham gap: 8.94 eV
* E_HOMO: -8.970 eV
* net charge: 0

---

Least stable of them? x.

---

w | Density functional theory data (ωB97M-V with the def2-TZVPD basis set) for a 4-piece molecular cluster, C4H14NO6 overall.

XYZ file:
```
25
Properties=species:S:1:pos:R:3:nbo_charge:R:1
O 2.56935 -1.18454 -1.42779 -0.791
C 1.37920 -1.01808 -1.09295 0.588
O 0.44667 -0.99039 -2.19044 -0.816
C 0.68527 -1.22059 0.04209 -0.169
C -0.76420 -1.15739 0.22418 -0.449
C -1.51852 0.12390 0.54450 -0.091
O -2.71094 -0.00332 1.36006 -0.757
N 1.34309 -1.50439 1.38267 -0.874
H 0.82179 -1.36250 -3.01124 0.478
H 1.55478 1.55578 -1.02362 0.488
H -1.22207 -1.73260 -0.63485 0.218
H -0.97331 -1.85691 1.08860 0.153
H -1.92445 0.51278 -0.44551 0.211
H -1.00437 0.81250 1.24965 0.184
H -2.74415 -0.84706 1.79124 0.449
H 0.90974 -2.19300 1.86564 0.340
H -1.61880 3.05226 -1.34483 0.467
H -0.67930 2.55458 -0.20729 0.487
O -1.55129 2.52846 -0.52718 -0.951
H 0.70521 1.23757 0.97309 0.456
H 0.40030 1.22475 -2.03107 0.502
O 0.92902 1.95758 -1.62412 -0.991
H 2.36719 -1.86764 1.20050 0.373
H 1.35858 0.20375 1.97356 0.500
O 1.24120 1.17450 1.86511 -1.005
```

Results
* Kohn-Sham gap: 6.28 eV
* E_HOMO: -2.821 eV
* net charge: -1

---

x | Density functional theory data (ωB97M-V with the def2-TZVPD basis set) for a 4-piece molecular cluster, C4H14NO6 overall.

XYZ file:
```
25
Properties=species:S:1:pos:R:3:nbo_charge:R:1
O -0.32884 0.78239 0.75918 -0.832
C 0.31918 -0.29855 0.70647 0.751
O 1.01213 -0.77352 1.62071 -0.754
C 0.44464 -0.93599 -0.69457 -0.177
C -0.84312 -1.71860 -1.11608 0.110
C -2.13644 -0.99336 -0.77820 -0.632
O -0.94359 -2.11574 -2.48319 -0.744
N 0.73986 0.04625 -1.72450 -0.858
H 1.15298 -1.76485 -0.71183 0.190
H -0.71050 -2.63595 -0.53226 0.154
H -2.38009 -0.95460 0.28410 0.224
H -2.98304 -1.51813 -1.22597 0.200
H -2.04115 0.02424 -1.13435 0.209
H -0.17287 -1.79863 -2.96604 0.478
H -0.03032 0.64164 -1.98248 0.369
H 1.47543 0.66113 -1.40686 0.344
H 0.50843 1.34440 2.52687 0.496
H 1.32915 0.44686 3.46231 0.485
O 0.94087 1.32323 3.39560 -1.002
H -1.58698 1.69715 1.66989 0.504
H -1.45177 1.68590 3.18194 0.473
O -2.03590 1.97957 2.47533 -0.995
H 3.19745 1.72481 -0.30465 0.487
H 3.03521 1.28185 -1.81219 0.470
O 3.48927 1.86853 -1.20922 -0.954
```

Results
* Kohn-Sham gap: 8.76 eV
* E_HOMO: -5.398 eV
* net charge: -1

---

y | Density functional theory data (ωB97M-V with the def2-TZVPD basis set) for a 4-piece molecular cluster, C4H14NO6 overall.

XYZ file:
```
25
Properties=species:S:1:pos:R:3:nbo_charge:R:1
C -0.55812 -0.10330 1.73435 -0.227
C -0.21231 -1.08744 0.61947 0.075
C 1.16679 -1.67136 0.73555 -0.634
O -1.09434 -2.26873 0.76066 -0.762
N -0.76893 1.25021 1.31053 -0.689
C 0.12348 1.94934 0.47652 0.870
O -0.21857 3.08296 0.10284 -0.776
O 1.17647 1.31002 0.16316 -0.860
H -1.36324 -0.47539 2.35271 0.197
H 0.23985 -0.21943 2.49739 0.159
H -0.38008 -0.73249 -0.39107 0.207
H 1.14684 -2.70016 1.10230 0.208
H 1.79156 -0.98178 1.30360 0.229
H 1.73636 -1.77572 -0.19308 0.214
H -1.96859 -2.01900 0.44571 0.448
H -1.43390 1.78963 1.83979 0.381
H 1.78746 3.43148 -1.18267 0.486
H 2.74766 2.85896 -0.24657 0.485
O 2.69560 3.58348 -0.88694 -0.980
H -2.09833 -2.30600 -2.65379 0.477
H -2.48843 -2.91030 -1.34710 0.468
O -2.77634 -2.87803 -2.27030 -0.946
H 0.75701 0.81526 -1.51453 0.504
H -0.30757 1.40654 -2.38568 0.464
O 0.29969 0.65123 -2.37283 -0.998
```

Results
* Kohn-Sham gap: 8.47 eV
* E_HOMO: -5.314 eV
* net charge: -1

---

Least stable of them? w.

---

w | Density functional theory data (ωB97M-V with the def2-TZVPD basis set) for the molecule C3H7N3S.

XYZ file:
```
14
Properties=species:S:1:pos:R:3:nbo_charge:R:1
H 0.17711 2.57780 0.11104 0.334
N -0.43670 1.75872 0.11966 -0.725
C 0.20832 0.65691 -0.04781 0.450
N 1.60775 0.59111 0.03820 -0.785
S 2.69314 -0.67100 0.07649 0.220
C -0.48509 -0.61217 -0.28133 -0.186
C -1.49547 -1.04792 0.66746 -0.218
N -1.90827 -0.66385 -0.61364 -0.557
H 2.05415 1.45902 0.11996 0.386
H 3.04425 -0.62168 -1.21492 0.089
H 0.18394 -1.21941 -0.85079 0.216
H -1.69887 -0.39024 1.56751 0.204
H -1.55935 -2.10872 0.85424 0.193
H -2.38494 0.29142 -0.54608 0.379
```

Results
* Kohn-Sham gap: 9.91 eV
* E_HOMO: -9.265 eV
* net charge: 0

---

x | Density functional theory data (ωB97M-V with the def2-TZVPD basis set) for C3H7N3S as an isolated structure.

XYZ file:
```
14
Properties=species:S:1:pos:R:3:nbo_charge:R:1
C 0.57338 -0.59997 -0.01516 0.353
C -0.42370 -0.33771 0.85045 -0.526
C -0.61258 1.08030 1.10508 0.135
H 2.31825 -2.07234 -1.07648 0.392
H 0.87196 -2.75351 0.36760 0.413
H -0.03789 1.17123 -0.96162 0.416
H 2.09303 0.80971 -0.68049 0.398
H -1.10831 -1.11622 1.39196 0.232
H -0.26464 1.48157 2.11432 0.192
H -2.31930 0.20201 -1.18485 0.133
N 1.12515 -1.85298 -0.18299 -0.817
N 1.05019 0.40098 -0.87191 -0.917
N -1.27551 1.87477 0.37488 -0.586
S -1.99003 1.71217 -1.23078 0.183
```

Results
* Kohn-Sham gap: 7.99 eV
* E_HOMO: -7.872 eV
* net charge: 0

---

y | Density functional theory data (ωB97M-V with the def2-TZVPD basis set) for the molecule C3H7N3S.

XYZ file:
```
14
Properties=species:S:1:pos:R:3:nbo_charge:R:1
C -1.24299 0.56185 -0.43547 -0.124
C -1.60635 -0.69609 -0.21973 -0.386
C 0.14425 1.11288 -0.27862 -0.331
N 0.03476 -2.67148 -1.29960 -0.901
N 1.19855 0.16788 -0.16653 -0.235
N 2.06547 0.25071 0.89107 -0.622
S -0.33674 -1.93675 0.10676 0.625
H -2.05976 1.25888 -0.67143 0.216
H -2.47305 -1.21596 -0.23045 0.220
H 0.37159 1.48452 -1.30201 0.237
H -0.01731 1.78063 0.49783 0.196
H 0.37741 -3.63626 -1.16037 0.351
H 1.74914 0.76418 1.77456 0.358
H 2.80263 -0.43411 0.85605 0.394
```

Results
* Kohn-Sham gap (alpha / beta): 7.67 / 8.13 eV
* E_HOMO (alpha / beta): -7.350 / -7.364 eV
* net charge: 0

---

Least stable of them? x.

---

w | Density functional theory data (ωB97M-V with the def2-TZVPD basis set) for the molecule C3H7N3S.

XYZ file:
```
14
Properties=species:S:1:pos:R:3:nbo_charge:R:1
C -2.65098 1.36998 -0.04335 -0.447
N -2.29264 0.71574 1.17548 -0.377
N -1.15923 0.09003 1.37315 -0.150
C -0.39116 -0.26283 0.34353 -0.163
C 0.93800 -0.71117 0.75784 0.057
N 2.02876 -0.75138 0.11547 -0.530
S 1.88836 -0.42262 -1.57797 0.113
H -2.85100 0.57984 -0.74680 0.202
H -1.90187 2.11161 -0.38127 0.200
H -3.58001 1.86447 0.15116 0.213
H -2.65949 1.20101 1.97903 0.373
H -0.76243 -0.16296 -0.65989 0.191
H 0.95738 -1.00953 1.80548 0.198
H 3.17039 -0.57910 -1.89693 0.120
```

Results
* Kohn-Sham gap: 8.93 eV
* E_HOMO: -8.227 eV
* net charge: 0

---

x | Density functional theory data (ωB97M-V with the def2-TZVPD basis set) for the molecule C3H7N3S.

XYZ file:
```
14
Properties=species:S:1:pos:R:3:nbo_charge:R:1
C -0.98936 -1.08114 0.59052 -0.432
N -1.28133 -0.30134 -0.63171 -0.605
C -0.82651 0.94508 -0.91035 0.338
N 0.17865 1.58265 -0.48612 -0.551
C 0.97960 1.25838 0.58511 0.222
N 1.97243 0.45561 0.62891 -0.596
S 2.17653 -0.47615 -0.79057 0.127
H -1.83739 -1.79024 0.73030 0.209
H -0.03866 -1.61398 0.55893 0.221
H -0.97662 -0.47590 1.50007 0.206
H -2.05217 -0.64016 -1.20183 0.400
H -1.42454 1.36057 -1.71298 0.170
H 0.81856 1.79009 1.53666 0.182
H 3.30083 -1.01347 -0.39694 0.108
```

Results
* Kohn-Sham gap: 9.02 eV
* E_HOMO: -8.341 eV
* net charge: 0

---

y | Density functional theory data (ωB97M-V with the def2-TZVPD basis set) for a 2-piece molecular cluster, C3H7N3S overall.

XYZ file:
```
14
Properties=species:S:1:pos:R:3:nbo_charge:R:1
C 0.30306 0.51274 -0.08027 0.299
C -1.87472 0.90130 -0.17667 -0.228
C -1.74197 -0.57784 0.48494 -0.561
H 2.09632 -1.46081 -0.10754 0.331
H 2.58551 -0.22976 1.49981 0.314
H 1.73696 1.63475 0.13001 0.379
H -2.09930 0.97232 -1.25445 0.214
H -2.91709 1.23932 0.42373 0.204
H -2.68370 -1.09410 0.26413 0.228
H -1.71510 -0.75421 1.56914 0.229
N 2.68178 -0.15750 0.24342 -0.604
N 1.68481 0.72831 -0.32289 -0.472
N -0.51081 1.47403 0.15044 -0.497
S -0.25702 -1.22741 -0.27435 0.163
```

Results
* Kohn-Sham gap: 9.60 eV
* E_HOMO: -9.171 eV
* net charge: 0

---

Least stable of them? y.